{"formula": "C27H75N13O15", "method": "ωB97M-V with the def2-TZVPD basis set", "symbols": ["H", "H", "H", "H", "H", "H", "H", "N", "N", "C", "H", "C", "H", "H", "H", "N", "N", "O", "H", "H", "C", "C", "H", "H", "H", "O", "H", "H", "H", "C", "H", "H", "H", "C", "C", "H", "H", "H", "H", "C", "C", "C", "C", "C", "O", "H", "H", "N", "H", "O", "H", "C", "C", "C", "O", "O", "H", "H", "N", "H", "H", "H", "H", "H", "H", "C", "C", "H", "H", "N", "H", "C", "H", "H", "O", "H", "H", "N", "N", "H", "O", "C", "C", "H", "H", "O", "H", "H", "C", "H", "H", "H", "C", "H", "C", "H", "H", "H", "O", "H", "H", "H", "O", "H", "H", "N", "H", "H", "H", "O", "O", "H", "C", "H", "O", "C", "H", "C", "N", "H", "H", "H", "N", "C", "H", "N", "H", "H", "H", "O"], "coordinates": [[2.2005, 24.5993, 2.5139], [8.7274, 29.6555, 4.9274], [4.1521, 26.8013, -0.0906], [2.1210, 27.1383, 3.1924], [6.3337, 26.8625, 0.9192], [0.3015, 31.0509, 1.8577], [3.4240, 24.4196, -1.1100], [4.4053, 28.8109, 0.6402], [2.3080, 28.7337, 1.8049], [4.1438, 24.0498, -0.3798], [1.5011, 28.9823, 6.3061], [3.3779, 29.5322, 6.2787], [-0.9900, 26.6586, 3.8936], [8.0553, 28.7273, 1.1182], [0.7983, 26.5682, 3.7112], [0.3528, 28.3652, 7.0059], [-0.1373, 26.6994, 3.3538], [6.0853, 30.3957, 2.7387], [0.1929, 29.5928, 1.0705], [0.9997, 23.7219, 6.3208], [6.7569, 26.1740, 1.6506], [6.6141, 24.1959, 0.0707], [7.4351, 28.9311, 4.0430], [3.4449, 27.0343, 1.3527], [2.7408, 26.5582, 4.6845], [-1.1808, 26.6507, 1.3016], [4.4779, 26.9007, 2.7146], [10.3521, 26.0586, 4.3160], [7.2777, 24.3429, 3.5279], [8.3237, 27.0127, 4.2084], [6.4686, 26.4355, 2.6687], [6.8910, 27.4395, 1.7284], [6.5164, 29.2960, 6.4243], [3.4153, 26.3063, 0.5420], [5.2374, 24.0706, 5.3082], [2.3883, 28.1889, 4.5988], [1.9938, 28.3351, 0.9317], [6.6779, 31.4280, 7.5725], [6.8231, 22.8943, 2.6430], [9.3309, 25.9242, 4.6725], [-0.2004, 26.5509, 2.0359], [6.7304, 30.1880, 5.8356], [6.3470, 24.7213, 1.5559], [4.1793, 27.6995, 3.3934], [4.4080, 30.8801, 1.5260], [-0.0037, 25.3202, 4.6434], [7.4051, 24.6826, -0.4999], [3.6114, 30.3779, -0.5089], [8.1736, 24.3357, 4.3185], [4.2891, 28.8786, 2.6352], [1.7113, 24.4845, 0.7838], [0.5288, 27.2136, 6.3626], [7.2163, 23.9048, 2.5317], [7.6813, 29.7979, 4.6562], [5.4433, 30.6710, 5.5143], [5.0699, 23.2159, 4.2115], [0.9764, 23.4314, 3.8955], [8.5035, 27.8539, 4.8778], [0.9681, 26.5163, 1.4751], [3.6458, 29.6981, -1.2551], [2.5560, 28.2435, 7.5492], [8.0781, 31.8387, 6.4247], [1.8126, 26.3524, 2.0044], [8.1221, 30.4355, 7.4039], [0.3564, 28.3088, 4.7162], [6.6398, 29.4956, 2.1763], [6.5925, 24.7581, 5.2291], [4.1570, 28.2138, -0.1356], [9.2599, 25.7957, 5.7526], [7.6319, 29.5944, 1.4166], [5.1189, 23.3826, 6.1454], [7.4294, 31.0806, 6.8634], [5.4920, 27.9743, 2.5839], [5.0457, 23.7684, 3.4268], [4.6266, 24.9387, 3.3462], [7.3056, 26.7554, 4.5007], [2.3859, 22.9690, 5.7925], [4.4893, 29.2276, 6.9087], [6.3954, 28.1904, 2.1873], [3.0455, 31.2144, -0.5176], [8.1643, 27.4352, 2.8559], [3.8073, 24.8004, 1.0146], [1.8512, 23.9105, 5.6670], [2.5116, 26.3724, -0.0638], [5.6084, 23.9534, -1.9080], [2.5928, 30.6890, 2.7728], [2.5591, 23.1473, 1.7333], [7.6429, 30.6667, 3.9990], [2.8189, 27.3943, 3.9896], [0.9463, 26.6328, 4.6080], [6.6583, 23.1072, 0.0418], [4.4476, 24.8130, 5.4223], [1.9327, 29.9281, 2.1288], [2.5358, 24.1727, 3.7259], [2.4600, 24.2132, 1.5282], [4.9002, 28.1629, 5.3606], [4.6749, 25.8974, 3.3334], [7.8324, 26.3408, 1.5901], [3.2210, 30.3551, 5.3682], [6.2277, 27.8557, 4.2629], [3.2656, 28.5015, 2.0265], [5.4636, 25.5008, -1.3123], [9.0699, 24.6307, 4.1420], [4.9456, 28.5354, 1.4479], [8.2755, 23.9638, 2.2812], [2.3966, 28.8427, 6.7519], [0.2602, 29.1513, 6.3786], [0.9738, 26.6950, 0.4810], [2.0269, 25.7702, 6.2120], [0.7014, 26.1101, 6.8005], [7.6162, 23.8736, 4.9827], [7.8536, 30.4622, 0.9501], [5.4992, 24.4715, -0.9552], [5.4126, 29.4529, 6.5668], [0.8148, 25.4405, 4.1564], [4.1482, 30.0733, 0.6361], [0.3817, 28.3720, 8.0155], [5.2030, 27.5684, 4.4987], [0.7159, 30.1372, 1.7415], [7.2036, 23.1836, 4.4580], [4.1501, 22.9600, -0.3973], [7.4919, 28.1190, 2.8130], [0.5886, 27.4183, 5.1325], [1.5941, 24.2478, 4.2697], [6.4106, 25.4490, 4.4059], [4.8968, 24.5786, 1.9548], [6.6942, 25.3739, 6.1228], [5.3885, 26.5647, 4.8811], [4.3187, 28.5343, 7.6230], [2.6283, 25.0226, 6.2453]], "atomic_forces_ev_per_a": [[0.056, 0.492, -2.086], [0.262, 0.074, 0.572], [0.483, -1.562, -0.176], [0.446, 0.831, 0.502], [-1.380, -2.450, -1.404], [0.452, 0.028, 0.173], [-0.545, -0.295, 0.200], [3.144, -3.587, -5.371], [-3.431, -3.764, -3.139], [0.493, 1.455, 0.411], [4.094, 0.483, 0.531], [2.244, 4.237, -2.891], [0.271, 0.407, -0.538], [0.393, 0.841, -0.533], [-2.567, 2.818, -6.365], [-6.599, -1.402, 3.248], [-7.918, 6.585, -8.340], [1.521, 0.065, 0.533], [0.489, -0.383, 0.263], [-0.696, 0.452, -0.274], [-1.083, -7.650, -1.821], [-1.837, 0.094, -0.699], [-0.251, 1.411, 1.257], [-0.734, -1.001, -0.352], [1.444, -0.112, -0.122], [-2.075, -0.452, -0.367], [-0.628, -0.300, -1.069], [0.178, 1.023, 0.562], [-1.862, 0.357, -4.250], [0.490, -0.071, 1.013], [-0.004, -0.960, -0.548], [-0.133, 5.420, -0.024], [2.135, -1.635, 0.374], [2.156, -0.932, 0.099], [0.116, -1.153, 0.917], [1.070, 0.404, -1.118], [-0.605, 0.778, 0.279], [0.108, 0.407, -0.222], [0.186, -0.230, -0.367], [-0.604, -1.361, -2.312], [-2.148, 1.781, 0.003], [-1.670, 1.697, -1.394], [0.591, -0.194, -1.442], [-0.163, 1.446, 1.802], [-1.051, 0.460, -3.922], [0.059, -0.610, 0.176], [1.088, -0.247, 1.233], [-2.710, 2.649, -4.556], [3.631, 2.376, -2.298], [0.112, -2.737, 9.557], [-0.045, -0.640, 0.295], [-1.259, 2.501, 2.017], [-0.480, 0.695, -1.279], [0.003, 1.487, 0.420], [4.892, 0.506, -0.708], [1.130, -5.380, 2.630], [-0.177, -0.110, -0.599], [0.506, -0.172, -0.193], [1.571, -1.185, -1.481], [-0.481, 0.600, 0.027], [-0.572, -0.012, -0.333], [-0.447, 0.529, -0.104], [-0.533, 0.356, -0.943], [0.373, -0.174, 0.462], [0.331, -0.307, -0.216], [-4.467, 2.628, 2.030], [-3.868, 0.746, 1.747], [0.309, 1.274, 0.107], [0.175, 0.814, 0.492], [7.445, 2.498, -5.923], [0.346, 0.224, 0.534], [0.756, -0.732, 0.017], [1.701, 0.467, -0.413], [0.539, -2.292, 0.694], [-1.991, 5.293, -5.481], [1.096, -0.421, 0.345], [0.704, 0.173, -0.386], [0.689, -1.445, 3.151], [-4.641, 2.584, 0.198], [0.154, -0.189, -0.497], [9.974, -2.111, 4.721], [-1.380, 0.143, -2.211], [1.657, 1.133, 2.804], [0.369, -0.489, 0.238], [0.534, -0.547, 0.099], [-1.663, 1.754, 1.742], [0.012, -0.314, -0.439], [0.183, -0.032, 0.123], [-0.202, -0.577, -0.001], [1.370, 2.226, 5.894], [0.696, -0.101, 0.368], [0.199, -0.105, -0.020], [2.429, 0.768, 1.805], [-0.292, 0.873, 1.127], [1.417, -0.053, -0.155], [0.160, -0.219, -0.540], [-0.108, 0.604, 0.337], [-0.261, -1.245, -0.371], [-1.810, -1.363, 1.085], [-1.418, 0.595, 0.130], [0.450, 1.146, 0.415], [0.061, 0.400, 0.535], [10.982, 5.446, -4.968], [-0.266, -0.473, -1.241], [-0.224, -0.374, -0.662], [-1.282, -0.766, 0.342], [-1.385, 0.348, 1.440], [-0.080, -0.255, 0.664], [-0.127, -0.231, 0.618], [-1.258, -2.391, 3.332], [-9.951, -7.992, 10.905], [0.150, -0.182, 0.388], [-1.165, 0.294, 0.656], [-1.433, 0.600, 0.338], [6.663, -15.148, 3.463], [2.109, 3.407, 2.880], [-0.181, 0.721, -0.437], [0.707, 0.552, 1.998], [-6.923, 2.712, -1.909], [-0.770, -1.391, 0.548], [-0.395, -0.108, 0.700], [0.301, 0.066, 1.731], [-0.412, 3.766, -0.899], [-0.601, -2.715, 1.629], [0.939, -0.595, 0.271], [0.024, -0.705, -1.212], [0.730, -0.212, 0.077], [-1.135, 0.117, 0.106], [0.662, -0.226, 0.054], [1.170, -3.048, -0.811]], "lowdin_charge": [0.015, 0.075, 0.058, 0.062, 0.144, 0.094, 0.106, 0.077, 0.094, -0.121, 0.028, -0.723, 0.155, 0.120, -0.054, 0.110, 0.063, 0.100, 0.089, 0.113, -0.069, -0.087, 0.019, 0.057, 0.093, -0.025, 0.088, 0.109, 0.027, -0.198, 0.112, -0.029, 0.075, -0.027, -0.210, 0.094, 0.092, 0.066, 0.113, -0.169, -0.679, -0.569, -0.328, -0.414, 0.056, 0.165, 0.116, 0.158, -0.325, -0.237, 0.093, -0.725, -0.005, -0.054, -0.246, -0.096, 0.145, 0.091, 0.096, 0.086, 0.119, 0.056, 0.054, 0.045, 0.170, -0.756, -0.196, 0.068, 0.110, 0.223, 0.131, -0.088, 0.039, -0.063, -0.106, 0.064, 0.123, 0.094, -0.056, 0.108, -0.189, -0.350, -0.182, 0.084, 0.101, 0.089, 0.103, 0.089, 0.022, -0.056, 0.109, 0.095, -0.776, 0.094, -0.037, 0.089, 0.039, 0.146, 0.050, 0.068, -0.076, 0.096, -0.148, 0.031, 0.119, 0.098, 0.137, 0.110, -0.015, 0.061, 0.058, 0.134, -0.223, -0.015, -0.110, -0.728, 0.142, 0.017, 0.158, 0.124, 0.111, -0.092, 0.088, -0.171, 0.072, 0.007, 0.165, 0.069, 0.095, -0.110], "total_charge": -2, "orbital_gap_ev": 4.114, "max_force_ev_per_a": 16.91}